#i
# C7H14NS

A cluster of 2 separate species, C7H14NS in total (ωB97M-V/def2-TZVPD, the OMol25 dataset).

The calculation puts the gap between HOMO and LUMO at 8.5 eV. For the LUMO energy, the calculation gives -4.657 eV. The HOMO energy is -0.4822 Eh. As for the charge: +1.

Element x y z (Å)
1 C -0.005 -0.640 0.506
2 C 1.253 -1.528 -1.448
3 C 1.015 2.064 0.310
4 C -0.198 0.951 -1.638
5 C -2.017 -1.204 1.865
6 C 1.194 -0.459 -0.235
7 C 1.036 0.956 -0.799
8 N -0.944 -0.903 1.127
9 S -1.993 -0.470 3.620
10 H 1.896 -2.372 -1.311
11 H 1.596 -1.062 -2.310
12 H 0.252 -1.784 -1.760
13 H 1.242 2.944 -0.328
14 H 1.757 1.823 1.049
15 H 0.080 2.152 1.005
16 H 0.018 0.552 -2.580
17 H -1.052 0.306 -1.411
18 H -0.470 2.043 -1.739
19 H -3.401 -0.379 1.307
20 H -2.524 -2.148 1.664
21 H 2.003 -0.594 0.459
22 H 1.890 1.243 -1.456
23 H -2.628 -1.489 4.103

#ii
# C7H14NS

The ion C7H14NS with charge +1 (ωB97M-V/def2-TZVPD, the OMol25 dataset).

The calculation puts the gap between HOMO and LUMO at 7.5 eV. For the LUMO energy, the calculation gives -4.630 eV. The HOMO energy is -0.4472 Eh. As for the charge: +1.

Element x y z (Å)
1 C 2.085 1.289 -0.867
2 C 2.779 0.123 -0.791
3 C 1.044 1.475 0.298
4 C 0.402 0.100 0.610
5 C -0.282 -0.171 1.927
6 C -0.469 -1.846 -0.546
7 C -1.542 0.294 -0.921
8 N -0.217 -0.452 -0.596
9 S 2.513 -1.115 0.331
10 H 2.226 1.979 -1.647
11 H 3.447 -0.162 -1.572
12 H 1.642 1.672 1.131
13 H 0.438 2.253 -0.042
14 H -0.039 0.569 2.696
15 H -0.012 -1.204 2.176
16 H -1.260 -0.036 1.822
17 H -0.948 -2.093 -1.413
18 H 0.411 -2.277 -0.262
19 H -1.112 -2.166 0.223
20 H -1.684 0.014 -1.882
21 H -2.325 -0.266 -0.483
22 H -1.407 1.257 -0.587
23 H 0.177 -0.078 -1.453

#iii
# C7H14NS

A structure of composition C7H14NS (ωB97M-V/def2-TZVPD, the OMol25 dataset).

The calculation puts the gap between HOMO and LUMO (alpha / beta) at 7.0 / 6.9 eV. For the LUMO energy (alpha / beta), the calculation gives -4.380 / -4.618 eV. The HOMO energy (alpha / beta) is -0.4194 / -0.4216 Eh. As for the charge: +1.

Element x y z (Å)
1 C -1.351 -0.489 -1.641
2 C -1.374 -1.960 -1.644
3 C 1.754 2.153 0.397
4 C -1.672 -0.071 1.609
5 C 2.164 0.743 0.756
6 C -1.756 -1.257 0.779
7 C 1.715 -0.305 -0.188
8 N -1.601 -1.121 -0.490
9 S 0.970 -0.315 -1.745
10 H -1.849 0.346 -2.081
11 H -2.143 -2.523 -2.154
12 H -0.304 -2.216 -1.611
13 H 1.768 2.837 1.240
14 H 2.316 2.582 -0.433
15 H 0.705 2.221 0.034
16 H -2.437 0.556 1.189
17 H -1.881 -0.249 2.698
18 H -0.773 0.556 1.461
19 H 1.564 0.491 1.710
20 H 3.220 0.548 0.831
21 H -1.910 -2.175 1.267
22 H 1.697 -1.250 0.233
23 H 1.178 0.897 -2.217

Verdict on stability: #iii comes out at the bottom.

#i
# C2H2OS2

A cluster of 2 separate species, C2H2OS2 in total (ωB97M-V/def2-TZVPD, the OMol25 dataset).

The calculation puts the gap between HOMO and LUMO (alpha / beta) at 7.2 / 8.3 eV. For the LUMO energy (alpha / beta), the calculation gives -0.757 / -0.146 eV. The HOMO energy (alpha / beta) is -0.2907 / -0.3117 Eh. As for the charge: 0.

Element x y z (Å)
1 C -1.353 1.036 -0.023
2 C 0.742 -1.008 0.683
3 O -0.996 0.977 -1.143
4 S 0.789 -0.892 -1.125
5 S 1.927 0.208 0.278
6 H -2.132 1.739 0.311
7 H 1.023 -2.059 1.020

#ii
# C2H2OS2

A cluster of 2 separate species, C2H2OS2 in total (ωB97M-V/def2-TZVPD, the OMol25 dataset).

The calculation puts the gap between HOMO and LUMO at 8.5 eV. For the LUMO energy, the calculation gives -0.339 eV. The HOMO energy is -0.3231 Eh. As for the charge: 0.

Element x y z (Å)
1 C -0.137 0.020 0.909
2 C 0.249 0.034 -0.660
3 O 1.033 0.586 0.298
4 S -0.655 0.732 -2.008
5 S 0.333 -1.111 -1.964
6 H 0.105 -0.939 1.353
7 H -0.928 0.677 2.073

#iii
# C2H2OS2

An isolated molecule of C2H2OS2 (ωB97M-V/def2-TZVPD, the OMol25 dataset).

The calculation puts the gap between HOMO and LUMO (alpha / beta) at 6.4 / 6.6 eV. For the LUMO energy (alpha / beta), the calculation gives -2.784 / -2.742 eV. The HOMO energy (alpha / beta) is -0.3392 / -0.3418 Eh. As for the charge: 0.

Element x y z (Å)
1 C -0.527 -0.596 0.030
2 C 0.211 0.662 -0.132
3 O -1.697 -0.675 -0.116
4 S 3.896 -0.451 0.001
5 S 2.112 0.592 -0.011
6 H 0.136 -1.525 0.461
7 H -0.115 1.687 -0.165

Verdict on stability: #i comes out at the bottom.

#i
# C4H6KLiO

A structure of composition C4H6KLiO (ωB97M-V/def2-TZVPD, the OMol25 dataset).

The expectation value of S² is 0.753. The calculation puts the gap between HOMO and LUMO (alpha / beta) at 4.0 / 8.4 eV. For the LUMO energy (alpha / beta), the calculation gives -4.437 / -4.606 eV. As for the spin multiplicity: 2. The HOMO energy (alpha / beta) is -0.3088 / -0.4763 Eh. As for the charge: +1.

Element x y z (Å)
1 O -1.025 1.234 1.039
2 C -0.496 0.281 1.615
3 C -0.164 -0.958 0.839
4 Li -1.129 3.009 1.492
5 K -0.533 1.683 -1.441
6 H -0.351 0.249 2.695
7 H -1.000 -1.649 0.870
8 H 0.793 -1.346 1.173
9 C 0.100 -0.855 -1.052
10 C 1.195 -0.252 -1.681
11 H -0.586 -1.470 -1.615
12 H 1.303 -0.333 -2.757
13 H 1.892 0.407 -1.177

#ii
# C4H6KLiO

A structure of composition C4H6KLiO (ωB97M-V/def2-TZVPD, the OMol25 dataset).

The expectation value of S² is 0.796. The calculation puts the gap between HOMO and LUMO (alpha / beta) at 4.1 / 3.9 eV. For the LUMO energy (alpha / beta), the calculation gives -5.487 / -5.520 eV. As for the spin multiplicity: 2. The HOMO energy (alpha / beta) is -0.3541 / -0.3475 Eh. As for the charge: +1.

Element x y z (Å)
1 O -0.237 2.395 -0.131
2 C 0.285 2.883 -1.135
3 C 0.806 2.031 -2.174
4 Li -1.426 1.384 1.170
5 K -2.141 -0.934 -1.190
6 H 0.369 3.960 -1.282
7 H 1.328 1.150 -1.831
8 H 1.197 2.535 -3.044
9 C -1.617 -1.150 -4.199
10 C -3.112 -1.091 -4.315
11 H -1.027 -1.342 -5.082
12 H -3.537 -1.287 -5.300
13 H -3.843 -0.904 -3.530

Verdict on stability: #ii comes out at the bottom.

#i
# C5H11NO2

An isolated molecule of C5H11NO2 (ωB97M-V/def2-TZVPD, the OMol25 dataset).

Its SMILES is C[C@@H]1O[C@@](C)(O)[C@H]1N. The calculation puts the gap between HOMO and LUMO at 10.2 eV. For the LUMO energy, the calculation gives 0.872 eV. The HOMO energy is -0.3416 Eh. As for the charge: 0.

Element x y z (Å)
1 C -1.592 -1.222 -0.798
2 C -0.954 -0.262 0.188
3 N -0.103 2.153 -0.124
4 C 0.090 0.750 -0.343
5 O -1.878 0.365 1.010
6 H -2.301 -0.302 1.562
7 H -0.811 2.518 -0.751
8 H -0.429 2.309 0.825
9 H 0.346 0.570 -1.388
10 H -2.260 -0.672 -1.457
11 H -0.807 -1.711 -1.369
12 H -2.157 -1.984 -0.264
13 C 2.363 -0.477 0.053
14 C 1.071 0.050 0.642
15 O 0.118 -0.958 0.967
16 H 1.270 0.691 1.511
17 H 2.154 -1.128 -0.793
18 H 2.905 -1.048 0.803
19 H 2.976 0.359 -0.278

#ii
# C5H11NO2

A structure of composition C5H11NO2 (ωB97M-V/def2-TZVPD, the OMol25 dataset).

The calculation puts the gap between HOMO and LUMO at 6.2 eV. For the LUMO energy, the calculation gives -1.088 eV. The HOMO energy is -0.2673 Eh. As for the charge: 0.

Element x y z (Å)
1 O -2.490 -0.881 -0.050
2 C 0.827 2.009 -0.291
3 O 0.434 3.053 -0.759
4 C 1.006 0.497 -1.121
5 C -0.281 0.863 -0.446
6 C 0.022 -2.662 1.099
7 C -0.625 -1.711 1.855
8 N 1.613 -0.489 -0.569
9 H 1.592 2.170 0.473
10 H 1.157 0.745 -2.177
11 H -1.223 1.294 -0.764
12 H -0.497 0.022 0.179
13 H -0.193 -2.814 0.042
14 H 0.706 -3.363 1.569
15 H -0.439 -1.730 2.918
16 H -1.365 -1.111 1.311
17 H 0.556 -1.518 1.164
18 H -3.379 -1.224 -0.170
19 H 2.506 -0.679 -1.020

#iii
# C5H11NO2

An isolated molecule of C5H11NO2 (ωB97M-V/def2-TZVPD, the OMol25 dataset).

Its SMILES is C[C@@]1(CN)CC1(O)O. The calculation puts the gap between HOMO and LUMO at 8.5 eV. For the LUMO energy, the calculation gives 0.715 eV. The HOMO energy is -0.2845 Eh. As for the charge: 0.

Element x y z (Å)
1 C 1.156 0.140 -0.193
2 C 0.538 -0.550 -1.354
3 C -1.352 1.171 -0.723
4 N -0.418 -0.568 1.904
5 C -0.566 -0.081 -0.439
6 C -1.057 -0.991 0.642
7 O 1.591 1.448 -0.371
8 O 2.031 -0.596 0.604
9 H 1.781 1.854 0.489
10 H 2.701 -1.045 0.064
11 H -0.581 0.413 2.107
12 H 0.411 -1.121 2.136
13 H 0.636 -0.014 -2.295
14 H 0.737 -1.622 -1.399
15 H -1.159 1.546 -1.734
16 H -1.101 1.987 -0.027
17 H -2.426 0.992 -0.607
18 H -2.146 -0.929 0.744
19 H -0.775 -2.035 0.451

#iv
# C5H11NO2

An isolated molecule of C5H11NO2 (ωB97M-V/def2-TZVPD, the OMol25 dataset).

Its SMILES is CC(C)(C)NC(=O)O. The calculation puts the gap between HOMO and LUMO at 9.9 eV. For the LUMO energy, the calculation gives 0.660 eV. The HOMO energy is -0.3411 Eh. As for the charge: 0.

Element x y z (Å)
1 C 0.396 -0.140 0.111
2 C 1.942 0.418 -0.667
3 C 0.319 0.393 1.530
4 C 0.372 -1.655 0.042
5 N -0.396 0.484 -0.845
6 C -2.038 0.276 -0.523
7 O -2.691 1.340 -1.043
8 O -2.645 -0.649 -0.035
9 H -3.640 1.099 -1.001
10 H -0.281 1.482 -0.987
11 H 0.294 1.485 1.548
12 H -0.581 -2.026 0.433
13 H 2.699 0.046 0.024
14 H 2.031 -0.043 -1.649
15 H 2.006 1.504 -0.722
16 H 1.173 0.047 2.119
17 H -0.595 0.032 2.013
18 H 1.175 -2.092 0.642
19 H 0.458 -2.000 -0.990

Verdict on stability: #ii comes out at the bottom.

#i
# C5H11NO2

An isolated molecule of C5H11NO2 (ωB97M-V/def2-TZVPD, the OMol25 dataset).

Its SMILES is C[C@@H](CC=O)NCO. The calculation puts the gap between HOMO and LUMO at 10.0 eV. For the LUMO energy, the calculation gives 0.820 eV. The HOMO energy is -0.3363 Eh. As for the charge: 0.

Element x y z (Å)
1 C 1.395 -0.689 -0.955
2 C 0.281 -0.310 -0.001
3 C 0.730 -0.467 1.475
4 C -0.336 -1.073 2.359
5 O -0.437 -0.869 3.538
6 N -0.242 1.029 -0.227
7 C -1.456 1.197 -0.938
8 O -1.430 0.802 -2.326
9 H 1.098 -0.640 -2.002
10 H 2.249 -0.016 -0.868
11 H 1.721 -1.703 -0.730
12 H -0.573 -0.970 -0.148
13 H 0.934 0.504 1.924
14 H 1.628 -1.080 1.533
15 H -1.071 -1.746 1.856
16 H 0.473 1.735 -0.278
17 H -2.206 0.544 -0.508
18 H -1.736 2.245 -0.865
19 H -1.023 1.506 -2.837

#ii
# C5H11NO2

A cluster of 2 separate species, C5H11NO2 in total (ωB97M-V/def2-TZVPD, the OMol25 dataset).

Its SMILES is C/C=C\C.NOC=O. The calculation puts the gap between HOMO and LUMO at 8.9 eV. For the LUMO energy, the calculation gives 0.420 eV. The HOMO energy is -0.3127 Eh. As for the charge: 0.

Element x y z (Å)
1 C -0.659 1.506 -1.183
2 C -1.819 -0.100 1.219
3 C -0.482 0.047 -0.955
4 C -0.861 -0.637 0.186
5 H -0.093 -0.519 -1.793
6 H -0.882 -1.717 0.095
7 H -0.714 2.069 -0.252
8 H 0.166 1.907 -1.771
9 H -1.625 -0.583 2.178
10 H -2.855 -0.316 0.948
11 H -1.716 0.975 1.363
12 H -1.592 1.672 -1.731
13 N 2.396 -0.901 -0.946
14 C 1.048 -0.359 1.028
15 O 1.722 0.138 -0.229
16 O 1.426 -1.396 1.528
17 H 2.323 -1.727 -0.341
18 H 3.376 -0.625 -0.935
19 H 0.839 0.566 1.587

#iii
# C5H11NO2

A cluster of 2 separate species, C5H11NO2 in total (ωB97M-V/def2-TZVPD, the OMol25 dataset).

The calculation puts the gap between HOMO and LUMO at 10.4 eV. For the LUMO energy, the calculation gives 0.710 eV. The HOMO energy is -0.3573 Eh. As for the charge: 0.

Element x y z (Å)
1 C 0.706 2.642 1.180
2 O -0.194 1.615 0.854
3 C 0.443 0.435 0.444
4 C -0.623 -0.598 0.087
5 C -1.385 -0.215 -1.185
6 C 0.020 -1.966 0.026
7 N 1.004 -2.282 -0.791
8 H 1.365 2.345 2.014
9 H 1.335 2.911 0.313
10 H 0.120 3.518 1.481
11 H 1.089 0.643 -0.432
12 H 1.096 0.053 1.251
13 H -1.336 -0.657 0.923
14 H -0.700 -0.086 -2.037
15 H -2.123 -0.983 -1.450
16 H -1.910 0.735 -1.029
17 O -0.776 -3.001 -0.011
18 H 1.752 -1.599 -0.804
19 H 0.118 -3.510 -0.832

#iv
# C5H11NO2

An isolated molecule of C5H11NO2 (ωB97M-V/def2-TZVPD, the OMol25 dataset).

Its SMILES is CNC(=O)CCCO. The calculation puts the gap between HOMO and LUMO at 10.4 eV. For the LUMO energy, the calculation gives 0.790 eV. The HOMO energy is -0.3533 Eh. As for the charge: 0.

Element x y z (Å)
1 C -0.734 -0.528 0.217
2 C -0.591 0.378 -1.020
3 C -0.192 -0.384 -2.300
4 O -0.936 -1.584 -2.459
5 C 0.648 -0.711 0.816
6 N 1.014 0.092 1.853
7 C 0.512 1.440 2.093
8 O 1.391 -1.599 0.423
9 H -1.039 -1.528 0.002
10 H -1.391 -0.118 0.982
11 H 0.134 1.176 -0.829
12 H -1.520 0.916 -1.179
13 H 0.870 -0.608 -2.290
14 H -0.575 0.227 -3.111
15 H -0.559 -2.289 -1.926
16 H 1.924 -0.137 2.224
17 H 0.538 2.049 1.189
18 H -0.534 1.366 2.375
19 H 1.039 1.843 2.940

Verdict on stability: #ii comes out at the bottom.